Entry 1:
Entry from the Open Molecules 2025 dataset: C7H12N3 as an isolated structure at a distorted geometry (ωB97M-V/def2-TZVPD).

```
! RIJCOSX wB97M-V def2-TZVPD def2/J DEFGRID3
* xyz 1 1
C -3.074 0.717 -0.164
C -2.715 -0.566 0.171
C -2.111 1.652 -0.521
C -0.543 0.049 -0.218
C 3.450 0.464 -0.316
C -0.876 -2.065 0.785
C 1.997 0.872 -0.074
N -0.855 1.233 -0.586
N -1.407 -0.890 0.234
N 1.262 -0.329 0.107
H -4.223 0.976 -0.165
H -3.470 -1.176 0.490
H -2.361 2.624 -0.742
H 4.262 0.934 0.343
H 3.658 -0.621 -0.251
H 3.678 0.900 -1.336
H -0.383 -1.617 1.711
H -1.515 -2.869 1.074
H 0.004 -2.473 0.265
H 1.685 1.566 -0.881
H 2.103 1.501 0.873
H 1.435 -0.881 -0.798
*
```

Output
Maximum force = 5.6 eV Å⁻¹
Relative energy (zero: lowest compared OMol25 entry of this formula, charge and spin) = 99.74 kcal/mol
Frontier orbital gap = 0.324 hartree
DFT total energy = -437.8394 Ha

---

Entry 2:
Entry from the Open Molecules 2025 dataset: an isolated ion of composition C7H12N3 and charge +1 at a distorted geometry (ωB97M-V/def2-TZVPD).

```
! RIJCOSX wB97M-V def2-TZVPD def2/J DEFGRID3
* xyz 1 1
C 3.053 -1.447 1.922
C 1.903 -1.139 1.762
N 0.690 -0.777 1.412
C 0.094 0.401 1.989
C -0.996 0.741 1.024
N -0.665 0.068 -0.210
C -1.404 0.338 -1.490
C -0.856 1.644 -2.105
C 0.215 -0.880 -0.042
N 0.730 -1.783 -0.874
H 4.000 -1.684 2.284
H 0.938 1.268 2.074
H -0.384 0.076 2.857
H -2.017 0.322 1.398
H -1.293 1.690 0.923
H -2.519 0.171 -1.234
H -1.183 -0.545 -2.213
H -1.272 1.585 -3.171
H -1.157 2.550 -1.605
H 0.159 1.569 -2.345
H 1.704 -2.195 -0.683
H 0.261 -1.972 -1.671
*
```

Output
Structure (SMILES) = C#CN1CCN(CC)C1=[NH2+]
Maximum force = 4.9 eV Å⁻¹
Relative energy (zero: lowest compared OMol25 entry of this formula, charge and spin) = 96.53 kcal/mol
Frontier orbital gap = 0.361 hartree
DFT total energy = -437.8445 Ha

---

Entry 3:
Entry from the Open Molecules 2025 dataset: an isolated molecule of C7H12N3O2P at a distorted geometry (ωB97M-V/def2-TZVPD).

```
! RIJCOSX wB97M-V def2-TZVPD def2/J DEFGRID3
* xyz 0 1
O 3.032 1.400 0.161
C 2.642 0.282 0.170
O 3.054 -0.756 -0.394
C 1.256 0.108 0.952
N 0.259 1.097 0.546
C 0.049 1.137 -1.054
N -0.490 -0.057 -1.469
C -1.733 -0.316 -0.726
N -1.674 -0.307 0.720
C -1.127 0.950 1.095
C -0.965 -1.515 1.081
P 0.771 -1.725 0.319
C 0.453 -1.183 -1.411
H 1.298 0.088 2.042
H 0.674 1.974 0.781
H 1.030 1.528 -1.392
H -0.650 1.958 -1.406
H -2.553 0.559 -0.975
H -2.014 -1.342 -1.032
H -1.728 1.653 0.563
H -0.955 0.955 2.206
H -0.625 -1.339 2.162
H -1.607 -2.389 0.966
H 0.156 -2.035 -2.247
H 1.448 -0.728 -1.659
*
```

Output
Structure (SMILES) = O=C([O-])[C@H]1[NH+]2CN3CN(C2)CP1C3
Maximum force = 4.5 eV Å⁻¹
Relative energy (zero: lowest compared OMol25 entry of this formula, charge and spin) = 7.93 kcal/mol
Frontier orbital gap = 0.322 hartree
DFT total energy = -929.9279 Ha

---

Entry 4:
Entry from the Open Molecules 2025 dataset: an isolated ion of composition C7H12N3O3 and charge +1 at a distorted geometry (ωB97M-V/def2-TZVPD).

```
! RIJCOSX wB97M-V def2-TZVPD def2/J DEFGRID3
* xyz 1 1
C -1.466 0.048 0.360
C -0.688 -0.998 0.042
C 0.127 2.225 -0.801
C 1.105 1.169 -1.281
C -0.144 1.807 0.674
C 1.508 0.490 0.025
C 1.333 -1.631 1.362
N -1.172 -2.038 -0.598
N -2.816 0.203 0.101
N 0.852 -0.968 0.171
O -3.320 -0.549 -0.735
O -3.371 1.163 0.579
O 1.037 1.216 1.074
H 0.543 3.190 -0.650
H -0.810 2.244 -1.234
H 0.597 0.350 -1.939
H 1.914 1.520 -1.919
H -0.546 2.371 1.531
H 2.598 0.177 0.164
H 0.989 -1.239 2.283
H 1.094 -2.646 1.295
H 2.426 -1.740 1.507
H -2.282 -2.038 -0.742
H -0.718 -2.947 -0.573
H 1.210 -1.378 -0.694
*
```

Output
Maximum force = 6.4 eV Å⁻¹
Relative energy (zero: lowest compared OMol25 entry of this formula, charge and spin) = 176.75 kcal/mol
Frontier orbital gap = 0.333 hartree
DFT total energy = -663.4237 Ha

---

Entry 5:
Entry from the Open Molecules 2025 dataset: an isolated molecule of C7H12N3O3PS at a distorted geometry (ωB97M-V/def2-TZVPD).

```
! RIJCOSX wB97M-V def2-TZVPD def2/J DEFGRID3
* xyz 0 3
C -4.010 0.079 -0.096
C -3.474 -1.001 -0.712
C -3.258 0.913 0.724
C -2.092 -1.183 -0.665
C -1.887 0.769 0.762
C -1.332 -0.344 0.141
C 0.874 0.558 -1.801
N 2.906 1.209 1.555
N 3.666 -1.002 0.276
N 1.292 0.188 -0.492
O 3.769 1.253 -1.023
O 0.856 -0.667 1.736
O 0.476 -2.318 0.059
P 3.008 0.533 0.038
S 0.301 -0.946 0.438
H -5.113 0.404 -0.033
H -4.098 -1.652 -1.258
H -3.751 1.693 1.293
H -1.686 -2.100 -1.145
H -1.249 1.368 1.263
H -0.010 1.129 -1.509
H 1.706 1.168 -2.226
H 0.503 -0.207 -2.391
H 2.730 2.129 1.523
H 2.255 0.625 2.149
H 4.581 -0.859 0.787
H 3.038 -1.735 0.606
*
```

Output
Maximum force = 5.8 eV Å⁻¹
Frontier orbital gap (spin up / spin down) = 0.188 / 0.185 hartree
DFT total energy = -1403.3221 Ha

---

Entry 6:
Entry from the Open Molecules 2025 dataset: a 2-piece molecular cluster, C7H12N4O overall at a distorted geometry (ωB97M-V/def2-TZVPD).

```
! RIJCOSX wB97M-V def2-TZVPD def2/J DEFGRID3
* xyz 0 1
C 2.519 1.950 -0.703
C 2.489 0.755 -0.559
C 2.475 -0.701 -0.348
C 2.623 -1.067 1.136
C 1.240 -1.288 -0.901
N 0.269 -1.777 -1.322
H 2.541 3.010 -0.837
H 3.301 -1.142 -0.917
H 1.795 -0.651 1.722
H 3.563 -0.657 1.522
H 2.628 -2.159 1.266
C -2.711 1.208 -0.489
N -1.626 0.555 0.217
N -0.655 1.318 0.860
C -1.501 -0.821 0.290
N -2.484 -1.518 -0.368
O -0.595 -1.398 0.880
H -3.687 0.948 -0.062
H -2.578 2.298 -0.398
H -2.707 0.962 -1.560
H -0.147 1.909 0.184
H -1.079 1.895 1.589
H -2.418 -2.522 -0.331
H -3.254 -1.105 -0.871
*
```

Output
Structure (SMILES) = C#C[C@@H](C)C#N.CN(N)C(N)=O
Maximum force = 3.0 eV Å⁻¹
Relative energy (zero: lowest compared OMol25 entry of this formula, charge and spin) = 61.38 kcal/mol
Frontier orbital gap = 0.354 hartree
DFT total energy = -568.0876 Ha

---

Entry 7:
Entry from the Open Molecules 2025 dataset: a 4-piece molecular cluster, C7H12N4O4P overall at a distorted geometry (ωB97M-V/def2-TZVPD).

```
! RIJCOSX wB97M-V def2-TZVPD def2/J DEFGRID3
* xyz -1 1
N -2.926 0.191 -0.956
P -3.493 1.603 -1.415
O -4.328 1.507 -2.861
O -4.454 2.323 -0.225
C -1.967 2.716 -1.554
O -1.358 2.900 -0.479
O -1.610 3.235 -2.679
H -3.233 -0.499 -1.650
H -3.722 1.302 -3.594
H -3.852 2.429 0.538
C 0.532 -2.526 -0.761
C -0.466 -1.915 -1.666
N -1.222 -1.426 -2.372
H 1.411 -1.885 -0.695
H 0.103 -2.645 0.233
H 0.832 -3.504 -1.139
C 3.430 -2.222 2.179
C 1.998 -2.585 2.136
N 0.880 -2.835 2.091
H 3.547 -1.155 1.984
H 3.842 -2.450 3.162
H 3.981 -2.781 1.423
C 1.544 1.820 1.523
C 2.928 1.470 1.114
N 4.004 1.210 0.790
H 1.550 2.225 2.535
H 1.132 2.565 0.841
H 0.914 0.931 1.498
*
```

Output
Maximum force = 3.7 eV Å⁻¹
Frontier orbital gap = 0.248 hartree
DFT total energy = -1135.3469 Ha

---

Entry 8:
Entry from the Open Molecules 2025 dataset: a 2-piece molecular cluster, C7H12N5 overall at a distorted geometry (ωB97M-V/def2-TZVPD).

```
! RIJCOSX wB97M-V def2-TZVPD def2/J DEFGRID3
* xyz 1 1
C -3.025 -1.315 0.192
C -4.098 -0.793 -0.532
C -2.133 -0.342 0.330
C -0.483 1.202 0.982
C -2.039 1.887 -0.491
C 0.808 1.535 1.681
C 1.431 -1.664 -0.978
N -3.828 0.412 -0.999
N -2.704 0.769 -0.461
N -0.904 -0.116 0.943
N -1.013 2.159 0.213
N 1.066 -0.366 -1.457
H -2.980 -2.200 0.644
H -5.013 -1.441 -0.878
H -2.368 2.611 -1.211
H 0.928 1.160 2.776
H 0.657 2.614 1.875
H 1.710 1.369 1.093
H 2.488 -1.759 -0.689
H 0.908 -1.735 -0.043
H 1.370 -2.559 -1.698
H -0.360 -0.897 1.264
H 1.596 0.374 -1.034
H 1.336 -0.396 -2.405
*
```

Output
Maximum force = 4.7 eV Å⁻¹
Relative energy (zero: lowest compared OMol25 entry of this formula, charge and spin) = 37.70 kcal/mol
Frontier orbital gap = 0.295 hartree
DFT total energy = -547.3941 Ha